(1)
23
Properties=species:S:1:pos:R:3:nbo_charge:R:1 method="wB97M-V/def2-TZVPD" total_energy_ev=-13482.4222 homo_energy_ev=-13.633 relative_energy_kj_mol=6.2 total_charge=+1 orbital_gap_ev=11.16
C -1.01 1.88 -2.36 -0.4230
N -1.13 1.13 -1.13 -0.5237
C -0.17 0.43 -0.59 0.4088
N -0.30 -0.09 0.61 -0.7306
H -1.97 2.01 -2.85 0.2297
H -0.23 1.52 -3.02 0.2272
H -0.72 2.91 -2.12 0.2135
H -1.96 1.29 -0.57 0.4297
H 0.71 0.25 -1.18 0.2530
H -1.20 -0.17 1.07 0.4309
H 0.43 -0.53 1.13 0.4515
H -3.97 0.25 1.12 0.4990
H -3.60 -0.86 0.10 0.4969
O -3.27 -0.10 0.58 -0.9809
H 0.94 -2.71 3.17 0.4887
H 1.85 -1.57 3.61 0.4890
O 1.43 -1.96 2.84 -0.9718
H 3.01 0.49 0.45 0.4814
H 3.22 1.60 -0.55 0.4855
O 2.54 1.03 -0.19 -0.9585
H 1.55 -2.64 -0.71 0.4865
H 2.15 -2.24 0.68 0.4976
O 1.70 -1.92 -0.10 -0.9804

(2)
22
Properties=species:S:1:pos:R:3:nbo_charge:R:1 method="wB97M-V/def2-TZVPD" total_energy_ev=-11996.9988 homo_energy_ev=-9.739 relative_energy_kj_mol=111.3 smiles=CNC.O.O.O.O orbital_gap_ev=10.35
C 2.77 2.53 0.65 -0.4124
N 1.56 2.62 -0.16 -0.6465
C 0.34 2.69 0.66 -0.4281
H 2.94 1.52 1.01 0.1948
H 2.73 3.15 1.56 0.1667
H 3.63 2.91 0.11 0.2037
H 1.66 3.50 -0.65 0.3593
H 0.53 2.94 1.71 0.1821
H -0.38 3.40 0.26 0.2061
H -0.17 1.71 0.68 0.1953
O 1.07 0.12 -1.64 -0.9883
H 1.04 0.40 -2.56 0.4743
H 1.04 0.93 -1.09 0.4976
O -3.27 -0.16 1.66 -0.9509
H -3.15 -0.94 1.10 0.4786
H -3.41 -0.46 2.56 0.4725
O -2.41 -4.69 -0.95 -0.9431
H -2.80 -4.89 -1.80 0.4652
H -1.75 -4.00 -1.12 0.4779
O 0.51 -2.23 -0.02 -0.9546
H 0.23 -1.47 -0.54 0.4881
H 0.90 -1.80 0.75 0.4616

(3)
23
Properties=species:S:1:pos:R:3:nbo_charge:R:1 method="wB97M-V/def2-TZVPD" total_energy_ev=-22832.4670 homo_energy_ev=-9.046 relative_energy_kj_mol=50.3 smiles=NCCS.O.O.O.O orbital_gap_ev=9.56
N -0.85 -2.52 0.15 -0.8824
C -1.83 -1.49 -0.13 -0.2379
C -1.39 -0.60 -1.27 -0.5045
S -2.15 1.09 -1.17 -0.0610
H -0.05 -2.05 0.51 0.3921
H -1.20 -3.40 0.49 0.3844
H -2.09 -0.90 0.77 0.1620
H -2.82 -1.89 -0.39 0.1971
H -0.35 -0.30 -1.30 0.2305
H -1.61 -1.00 -2.26 0.2238
H -1.44 1.39 -0.09 0.0837
O 1.39 -1.37 1.97 -0.9819
H 2.10 -0.73 2.23 0.5064
H 0.63 -1.16 2.53 0.4720
O 0.89 2.66 0.33 -0.9528
H -0.07 2.77 0.20 0.4743
H 0.93 1.99 -0.36 0.4908
O 1.86 -0.09 -0.97 -0.9690
H 1.58 -0.94 -1.33 0.4712
H 2.29 -0.40 -0.16 0.4997
O 2.82 0.82 1.41 -0.9932
H 3.59 1.43 1.35 0.4862
H 2.09 1.45 1.23 0.5087

(4)
23
Properties=species:S:1:pos:R:3:nbo_charge:R:1 method="wB97M-V/def2-TZVPD" total_energy_ev=-14045.0724 homo_energy_ev=-9.689 relative_energy_kj_mol=34.6 smiles=NCCO.O.O.O.O orbital_gap_ev=10.21
N -0.26 -0.21 -0.35 -0.8711
C -1.58 0.12 -0.91 -0.2296
C -1.67 1.53 -1.45 -0.0725
O -3.01 1.70 -1.86 -0.7232
H -0.05 0.25 0.52 0.3864
H 0.53 -0.02 -0.97 0.3906
H -1.78 -0.67 -1.65 0.1947
H -2.30 -0.05 -0.11 0.1938
H -1.40 2.20 -0.62 0.1606
H -0.95 1.63 -2.26 0.1556
H -3.18 2.60 -2.15 0.4718
O -0.20 -2.53 1.03 -1.0001
H -1.15 -2.65 1.14 0.4671
H -0.12 -1.69 0.50 0.4955
O 2.67 -0.16 -1.96 -0.9319
H 3.05 0.68 -2.20 0.4691
H 2.45 -0.53 -2.82 0.4677
O 1.81 0.90 2.03 -0.9753
H 1.69 1.73 2.50 0.4606
H 1.65 0.25 2.73 0.4950
O 1.14 -1.49 3.29 -0.9771
H 0.63 -1.79 2.51 0.5039
H 2.02 -1.81 3.07 0.4683

(5)
23
Properties=species:S:1:pos:R:3:nbo_charge:R:1 method="wB97M-V/def2-TZVPD" total_energy_ev=-14037.2555 homo_energy_ev=-9.609 relative_energy_kj_mol=788.8 orbital_gap_ev=4.64
C 0.00 -1.11 -1.24 -0.6510
C 0.36 -0.74 0.18 -0.2062
N 1.75 -0.95 0.32 -0.5045
H 0.25 -0.29 -1.91 0.2857
H 0.51 -2.00 -1.60 0.2346
H -1.09 -1.22 -1.29 0.2395
H 0.07 0.38 0.37 0.4279
H -0.20 -1.37 0.89 0.3312
H -2.22 -1.68 3.00 0.4716
H 2.24 -0.48 -0.48 0.4327
O -1.68 -1.69 2.20 -0.9892
H 2.18 -0.49 1.12 0.3875
H 3.02 0.89 -2.43 0.4575
O 2.22 0.59 -1.99 -1.0460
H -1.47 1.22 0.27 0.4985
H -2.60 0.94 -0.81 0.4793
O -1.66 1.16 -0.73 -1.0090
H 0.06 2.07 -0.86 0.5085
H 1.46 1.45 -0.95 0.5076
O 0.82 1.86 -0.30 -0.8211
H -1.29 -0.78 2.20 0.4995
H -1.52 1.41 2.37 0.4677
O -1.21 0.82 1.66 -1.0022